Entry 1:
A structure of composition C5H11N3O. Source: the Open Molecules 2025 dataset; level of theory: ωB97M-V with the def2-TZVPD basis set.

Structure (XYZ):
```
20
Properties=species:S:1:pos:R:3:forces:R:3
C 2.302991 -0.797396 0.146170 -0.12 0.11 -0.36
C -0.106754 -0.594606 0.919571 2.67 0.29 -0.90
C 0.971726 -0.302089 -0.415605 -1.94 -1.23 2.06
N -0.192312 0.461569 1.757893 -0.19 0.21 0.01
N 0.952948 1.005779 -0.890545 -2.24 1.29 -0.65
O -0.473834 -1.714206 1.223121 -0.43 -0.15 -0.10
H 0.194164 1.356503 1.498747 -0.10 -0.20 -0.07
H -0.549586 0.335330 2.691625 -0.05 -0.03 -0.08
H 1.493098 1.620448 -0.284287 -0.29 0.14 -0.13
H 2.646493 -0.149997 0.954789 0.00 0.04 0.00
H 3.044411 -0.778774 -0.654436 0.06 -0.03 0.08
H 2.207181 -1.812806 0.529615 0.00 0.03 -0.04
C -1.815295 1.131071 -1.151740 -1.27 -0.65 0.50
C -2.134883 -0.103679 -0.677857 -0.91 0.41 -1.80
N -2.596458 -1.208384 -0.551730 0.40 0.43 0.68
H -2.086039 -1.918260 -0.016029 0.12 0.02 -0.10
H 0.584567 -0.992145 -1.170398 0.12 -0.10 0.01
H -2.302143 1.955576 -0.646573 0.27 0.07 0.29
H -0.305621 1.274934 -1.030937 3.58 -0.39 0.63
H -1.834652 1.231131 -2.231396 0.30 -0.27 -0.05
```
Forces are in eV/Å.

The calculation puts the frontier orbital gap at 8.6 eV. As for the HOMO energy: -0.295 Eh. Its relative energy (zero: lowest compared OMol25 entry of this formula, charge and spin) is 3.2245 eV.

natural (NBO) atomic charge list, values in e, 6 entries: C -0.618; C 0.646; C -0.088; N -0.841; N -0.883; O -0.682

---

Entry 2:
The molecule C6H7BrN4O4. Source: the Open Molecules 2025 dataset; level of theory: ωB97M-V with the def2-TZVPD basis set.

Structure (XYZ):
```
22
Properties=species:S:1:pos:R:3:forces:R:3
N -0.439333 2.020943 -1.376845 -2.93 3.48 1.10
C -0.133883 1.457417 -0.218213 3.42 -1.69 -2.18
N -0.838406 1.594920 0.886553 -1.88 2.63 -0.16
C 1.038162 0.527793 -0.313489 -0.71 -0.09 2.20
C 1.155891 -0.657151 0.424548 1.24 -2.13 -0.26
C 0.103770 -1.414517 0.839479 0.25 -0.06 -0.21
C -1.337716 -1.191509 0.622629 -0.18 -1.70 1.33
C -1.880445 -0.931552 -0.557045 -3.19 1.15 0.03
Br -0.994917 -0.873916 -2.169992 0.44 -0.62 -1.14
N 0.443328 -2.633820 1.565573 -0.64 1.07 1.07
O 1.605571 -2.803595 1.884106 -0.16 -0.73 -0.16
O -0.512586 -3.305679 1.951373 0.68 -0.29 -0.36
N 2.188546 0.839646 -1.028760 -0.77 2.52 -1.36
O 3.259032 0.268358 -0.948065 -0.54 -0.09 0.12
O 1.991395 1.841709 -1.775968 1.68 -0.63 -0.34
H -1.017361 2.958496 -1.420037 1.59 -2.75 0.06
H 0.150963 1.783174 -2.162001 0.11 0.30 0.12
H -0.453331 1.460891 1.811234 0.11 -0.21 -0.31
H -1.579759 2.343104 0.774782 1.09 -1.48 0.73
H 2.233258 -1.163281 0.435812 -2.57 1.37 0.31
H -1.987264 -1.526746 1.502800 0.69 1.09 -1.33
H -2.994916 -0.594684 -0.728475 2.28 -1.15 0.73
```
Forces are in eV/Å.

The calculation puts the frontier orbital gap at 7.8 eV. As for the SMILES: NC(N)=C(/C=C(\C=C/Br)[N+](=O)[O-])[N+](=O)[O-]. As for the HOMO energy: -0.304 Eh. Its relative energy (zero: lowest compared OMol25 entry of this formula, charge and spin) is 0.5819 eV.

natural (NBO) atomic charge list, values in e, 6 entries: N -0.733; C 0.551; N -0.749; C -0.207; C -0.120; C -0.089

---

Entry 3:
A cluster of 2 separate species, C4H11N3O2 in total. Source: the Open Molecules 2025 dataset; level of theory: ωB97M-V with the def2-TZVPD basis set.

Structure (XYZ):
```
20
Properties=species:S:1:pos:R:3:forces:R:3
C 1.883279 -0.423057 -0.296463 -0.19 -0.65 -0.82
N 1.716086 -0.366174 1.137548 0.22 -0.24 0.20
C 0.689667 -0.882204 1.661454 0.11 1.07 -1.44
N 0.627790 -1.233799 3.008860 -0.19 -1.51 1.23
N -0.446173 -1.219291 0.858063 0.86 -0.61 1.04
H 1.305876 0.243432 -0.950032 0.40 0.53 0.62
H 1.529603 -1.374520 -0.728840 0.24 -0.17 0.50
H 2.949087 -0.337441 -0.491588 -0.07 0.27 -0.27
H 1.347783 -1.894107 3.269834 0.18 -0.08 -0.43
H 0.648553 -0.584921 3.774375 -0.39 0.95 -0.45
H -0.994081 -1.860662 1.407564 -0.75 0.21 -0.13
H -0.934533 -0.398027 0.548896 -0.07 0.14 0.39
C -0.904323 1.972238 -1.361272 0.97 -0.87 -0.88
C -1.683230 1.002293 -2.236222 -0.27 0.87 0.49
O -1.974090 1.304480 -3.355090 -0.14 -0.42 -0.28
O -2.062759 -0.178476 -1.720180 -0.67 -0.17 -1.29
H 0.047652 1.489614 -1.101152 -0.37 0.17 0.35
H -1.389439 2.366151 -0.476573 -0.24 -0.02 -0.03
H -0.619482 2.713578 -2.096178 -0.12 0.67 0.37
H -1.737263 -0.339112 -0.853008 0.49 -0.13 0.82
```
Forces are in eV/Å.

The calculation puts the frontier orbital gap at 10.4 eV. As for the SMILES: CN=C(N)N.CC(=O)O. As for the HOMO energy: -0.364 Eh. Its relative energy (zero: lowest compared OMol25 entry of this formula, charge and spin) is 1.9798 eV.

natural (NBO) atomic charge list, values in e, 6 entries: C -0.453; N -0.454; C 0.553; N -0.899; N -0.860; H 0.181

---

Entry 4:
The molecule C4H10OS2. Source: the Open Molecules 2025 dataset; level of theory: ωB97M-V with the def2-TZVPD basis set.

Structure (XYZ):
```
17
Properties=species:S:1:pos:R:3:forces:R:3
C 1.387308 1.088527 -0.382052 0.73 -0.30 2.53
C 1.567413 -1.184366 0.745763 -0.12 -1.05 1.77
C -1.847788 0.746381 -0.721007 3.25 0.34 2.12
C 0.659942 -0.139070 0.298856 -1.03 2.25 -1.71
O -1.189023 -1.911771 -0.186239 -0.12 0.28 -0.81
S -2.898894 0.521119 0.694081 -0.59 -1.57 0.41
S -0.583021 -0.776084 -0.958477 -0.54 0.45 1.54
H 1.421923 1.051206 -1.462575 -0.14 -0.05 -0.21
H 0.928615 1.995803 -0.000400 -0.14 0.31 -0.47
H 2.453203 1.157530 0.019952 -1.25 -0.30 -0.67
H 2.152381 -0.916111 1.681233 -0.83 -0.19 -1.09
H 2.240176 -1.384110 -0.034449 1.20 -0.74 -0.93
H 0.894740 -2.031492 0.941065 0.73 -0.28 0.20
H -1.239661 1.737836 -0.637667 -1.09 -1.87 0.08
H -2.456553 0.815053 -1.526852 -1.41 -0.04 -2.88
H -0.075427 0.033922 1.093184 0.33 0.86 0.05
H -3.415338 -0.804373 0.435584 1.01 1.91 0.08
```
Forces are in eV/Å.

The calculation puts the frontier orbital gap at 9.8 eV. As for the HOMO energy: -0.334 Eh. Its relative energy (zero: lowest compared OMol25 entry of this formula, charge and spin) is 2.2652 eV.

natural (NBO) atomic charge list, values in e, 6 entries: C -0.647; C -0.636; C -0.715; C -0.368; O -0.974; S -0.028

---

Entry 5:
A cluster of 2 separate species, C5H7N in total. Source: the Open Molecules 2025 dataset; level of theory: ωB97M-V with the def2-TZVPD basis set.

Structure (XYZ):
```
13
Properties=species:S:1:pos:R:3:forces:R:3
C -2.121590 -0.673517 0.869452 0.02 0.34 0.11
N -1.964502 0.566045 0.805363 -0.13 -0.43 0.18
C -1.857917 -0.238709 -0.484972 0.07 -0.04 -0.42
H -2.318431 -1.439561 1.611529 0.02 0.15 -0.12
H -2.672638 -0.115751 -1.199190 0.14 -0.04 0.16
H -0.859206 -0.337825 -0.911646 -0.21 0.02 0.09
C 2.106503 -0.567724 -0.959385 -0.05 0.13 0.13
C 1.688341 0.327025 -0.101987 0.03 0.00 0.00
C 1.264024 1.215056 0.756381 0.06 -0.15 -0.14
H 2.634253 -0.281057 -1.866191 -0.10 -0.01 0.16
H 1.942422 -1.628830 -0.785154 0.02 0.17 0.00
H 1.895645 1.538521 1.580683 -0.07 -0.06 -0.15
H 0.263095 1.636331 0.685115 0.19 -0.08 -0.01
```
Forces are in eV/Å.

The calculation puts the frontier orbital gap at 10.9 eV. As for the SMILES: C1=NC1.C=C=C. As for the HOMO energy: -0.361 Eh. Its relative energy (zero: lowest compared OMol25 entry of this formula, charge and spin) is 4.1832 eV.

natural (NBO) atomic charge list, values in e, 6 entries: C 0.057; N -0.313; C -0.329; H 0.210; H 0.182; H 0.194

---

Entry 6:
A structure of composition CH24Cu2O15. Source: the Open Molecules 2025 dataset; level of theory: ωB97M-V with the def2-TZVPD basis set.

Structure (XYZ):
```
42
Properties=species:S:1:pos:R:3:forces:R:3
Cu -12.963402 13.392591 8.716509 1.21 -1.19 3.69
Cu -14.160181 10.950626 6.722748 -1.21 -7.57 -0.56
C -13.830744 12.988556 6.855042 0.35 0.59 5.10
O -14.559445 12.327092 7.836195 0.22 3.52 -1.05
O -13.540020 14.177120 7.177069 -1.12 1.32 -4.02
O -13.149080 12.282414 6.070760 0.11 1.97 -2.97
O -12.654387 16.661321 6.958523 0.14 -0.99 0.26
H -12.890543 16.532477 7.870330 -0.34 1.26 1.32
H -12.712802 15.693453 6.854416 0.48 0.32 -1.49
O -14.884750 12.719508 3.843879 -3.03 -0.78 -1.25
H -15.874464 12.628654 3.578078 2.57 0.46 0.41
H -14.895396 12.295938 4.698734 0.13 -0.47 0.45
O -14.274449 15.081328 4.783919 0.12 1.83 1.89
H -14.381948 14.211601 4.455600 -0.61 -1.24 -1.01
H -14.098312 14.951472 5.748489 -0.34 0.71 -1.54
O -11.735608 14.236511 4.535850 3.07 1.27 -0.60
H -12.532096 13.888314 4.825941 -2.38 -0.72 0.56
H -11.402393 13.636537 3.877692 0.10 -0.18 -0.50
O -15.807287 15.069814 7.937371 -1.13 -0.88 1.52
H -15.694646 15.890872 7.497103 0.30 1.04 -0.78
H -15.081093 14.488750 7.683781 -0.14 0.52 -0.14
O -11.257608 14.410690 8.787390 0.84 0.77 1.02
H -10.755257 14.107496 8.042548 0.54 -0.80 -0.94
H -10.995721 15.332722 8.891052 -0.34 0.04 0.18
O -10.796330 12.602443 6.659623 0.79 -2.05 2.78
H -11.721249 12.622979 6.426442 -0.08 0.37 -0.80
H -10.281297 13.204682 6.197528 0.88 1.75 -1.79
O -12.211144 10.968195 3.962351 0.77 0.28 -0.36
H -12.625421 11.505980 4.639810 -0.50 0.21 -0.02
H -11.419445 11.509080 3.802339 -0.08 -0.69 -0.18
O -12.431193 9.231010 6.144408 -1.24 -0.38 -0.10
H -12.397585 9.732546 5.323844 0.27 -0.08 -0.75
H -11.652571 9.521566 6.586184 1.04 0.28 0.79
O -14.800800 9.572327 8.194712 0.02 -1.07 -0.87
H -15.216581 8.870663 7.681308 0.14 -0.17 -0.08
H -15.157709 9.423468 9.062520 -0.34 0.55 0.84
O -14.058308 14.463137 10.076370 2.45 -0.98 0.99
H -13.891210 14.499784 11.016322 -0.46 0.23 0.20
H -14.859603 14.826574 9.795612 -2.43 1.16 -0.62
O -16.627310 11.624500 9.176956 1.14 1.27 0.42
H -15.770708 11.945788 8.776016 -1.14 -0.96 -0.12
H -16.743042 12.436790 9.699742 -0.80 -0.50 0.13
```
Forces are in eV/Å.

The calculation puts the frontier orbital gap at 7.8 eV. As for the HOMO energy: -0.298 Eh.

natural (NBO) atomic charge list, values in e, 6 entries: Cu 0.957; Cu 0.896; C 0.897; O -0.974; O -0.861; O -0.870